[1]
{"formula": "C4H3NO2", "method": "ωB97M-V with the def2-TZVPD basis set", "charge": 0, "e_tot_ha": -359.234622, "max_force_ev_per_a": 9.9, "molar_mass_g_mol": 97.1, "de_lowest_kj_mol": 618.9, "lumo_energy_ev": 0.69, "species": ["C", "C", "C", "C", "H", "H", "H", "N", "O", "O"], "xyz": [[-0.948, 0.233, -1.482], [-0.521, -0.376, 0.407], [0.226, -0.237, 1.561], [0.260, 0.176, -0.552], [-1.419, 1.132, -1.705], [-1.103, -0.249, -2.381], [0.290, -0.556, 2.550], [1.522, 0.299, -0.306], [-1.820, -0.259, -0.406], [1.504, 0.110, 0.915]], "mulliken_charge": [-0.41, 0.48, -0.58, 0.56, 0.21, 0.27, 0.40, -0.44, -0.39, -0.09]}

***

[2]
{"formula": "C4H12OS2", "method": "ωB97M-V with the def2-TZVPD basis set", "charge": 0, "e_tot_ha": -1031.209777, "max_force_ev_per_a": 1.2, "molar_mass_g_mol": 140.3, "de_lowest_kj_mol": 21.1, "lumo_energy_ev": 0.55, "species": ["C", "C", "S", "S", "C", "C", "H", "H", "H", "H", "H", "H", "H", "H", "H", "H", "H", "H", "O"], "xyz": [[-0.807, 1.844, 1.037], [0.145, 2.827, 0.381], [1.495, 2.058, -0.643], [0.374, 0.770, -1.835], [0.929, -0.829, -1.150], [0.126, -1.977, -1.699], [-1.274, 2.323, 1.901], [-1.600, 1.543, 0.370], [-0.242, 0.978, 1.381], [-0.310, 3.504, -0.325], [0.729, 3.345, 1.142], [0.798, -0.750, -0.072], [1.991, -0.914, -1.340], [0.570, -2.907, -1.348], [-0.902, -1.971, -1.371], [0.198, -2.074, -2.780], [-0.261, -2.678, 1.489], [-1.400, -2.314, 2.465], [-0.559, -2.778, 2.398]], "mulliken_charge": [-0.94, -0.49, -0.12, -0.14, -0.15, -1.31, 0.35, 0.32, 0.22, 0.34, 0.34, 0.14, 0.37, 0.37, 0.34, 0.38, 0.32, 0.32, -0.65]}

***

[3]
{"formula": "C3H5ClN3", "method": "ωB97M-V with the def2-TZVPD basis set", "charge": 1, "e_tot_ha": -741.486698, "max_force_ev_per_a": 4.2, "molar_mass_g_mol": 118.5, "de_lowest_kj_mol": 0.0, "lumo_energy_ev": -4.00, "species": ["C", "C", "C", "N", "N", "N", "Cl", "H", "H", "H", "H", "H"], "xyz": [[1.759, 0.064, 0.585], [0.292, 0.128, -1.012], [-1.812, -0.349, 0.471], [0.604, -0.215, 1.125], [1.572, 0.303, -0.741], [-0.323, -0.183, 0.125], [-2.704, 1.028, -0.086], [2.699, -0.042, 1.219], [-0.313, 0.219, -1.820], [-1.738, -0.502, 1.494], [-2.306, -1.094, 0.028], [2.271, 0.643, -1.387]], "mulliken_charge": [-0.04, -0.10, -0.30, -0.57, -0.08, 0.45, -0.10, 0.38, 0.46, 0.41, 0.27, 0.22]}

***

[4]
{"formula": "CH9N2Si", "method": "ωB97M-V with the def2-TZVPD basis set", "charge": 1, "e_tot_ha": -442.110092, "max_force_ev_per_a": 4.0, "molar_mass_g_mol": 77.2, "de_lowest_kj_mol": 249.1, "lumo_energy_ev": -4.30, "species": ["C", "N", "N", "Si", "H", "H", "H", "H", "H", "H", "H", "H", "H"], "xyz": [[-0.161, 0.357, -0.509], [0.680, 0.978, -1.400], [-0.589, -1.064, -0.998], [0.398, 0.404, 2.278], [-1.062, 0.931, -0.358], [1.609, 0.765, -1.370], [0.350, 1.724, -2.006], [-1.041, -1.448, -0.260], [0.009, -1.806, -1.385], [-1.399, -0.876, -1.661], [1.575, 0.942, 1.736], [-0.891, 1.050, 2.740], [0.773, -0.828, 2.884]], "mulliken_charge": [-0.51, -0.39, -0.44, 0.52, 0.42, 0.20, 0.21, 0.34, 0.33, 0.37, -0.03, 0.01, -0.04]}

***

Repeat the second record exactly.
{"formula": "C4H12OS2", "method": "ωB97M-V with the def2-TZVPD basis set", "charge": 0, "e_tot_ha": -1031.209777, "max_force_ev_per_a": 1.2, "molar_mass_g_mol": 140.3, "de_lowest_kj_mol": 21.1, "lumo_energy_ev": 0.55, "species": ["C", "C", "S", "S", "C", "C", "H", "H", "H", "H", "H", "H", "H", "H", "H", "H", "H", "H", "O"], "xyz": [[-0.807, 1.844, 1.037], [0.145, 2.827, 0.381], [1.495, 2.058, -0.643], [0.374, 0.770, -1.835], [0.929, -0.829, -1.150], [0.126, -1.977, -1.699], [-1.274, 2.323, 1.901], [-1.600, 1.543, 0.370], [-0.242, 0.978, 1.381], [-0.310, 3.504, -0.325], [0.729, 3.345, 1.142], [0.798, -0.750, -0.072], [1.991, -0.914, -1.340], [0.570, -2.907, -1.348], [-0.902, -1.971, -1.371], [0.198, -2.074, -2.780], [-0.261, -2.678, 1.489], [-1.400, -2.314, 2.465], [-0.559, -2.778, 2.398]], "mulliken_charge": [-0.94, -0.49, -0.12, -0.14, -0.15, -1.31, 0.35, 0.32, 0.22, 0.34, 0.34, 0.14, 0.37, 0.37, 0.34, 0.38, 0.32, 0.32, -0.65]}

***

Q: Which formula does entry 3 have?
A: C3H5ClN3

***

Repeat the third record exactly.
{"formula": "C3H5ClN3", "method": "ωB97M-V with the def2-TZVPD basis set", "charge": 1, "e_tot_ha": -741.486698, "max_force_ev_per_a": 4.2, "molar_mass_g_mol": 118.5, "de_lowest_kj_mol": 0.0, "lumo_energy_ev": -4.00, "species": ["C", "C", "C", "N", "N", "N", "Cl", "H", "H", "H", "H", "H"], "xyz": [[1.759, 0.064, 0.585], [0.292, 0.128, -1.012], [-1.812, -0.349, 0.471], [0.604, -0.215, 1.125], [1.572, 0.303, -0.741], [-0.323, -0.183, 0.125], [-2.704, 1.028, -0.086], [2.699, -0.042, 1.219], [-0.313, 0.219, -1.820], [-1.738, -0.502, 1.494], [-2.306, -1.094, 0.028], [2.271, 0.643, -1.387]], "mulliken_charge": [-0.04, -0.10, -0.30, -0.57, -0.08, 0.45, -0.10, 0.38, 0.46, 0.41, 0.27, 0.22]}